[1]
Density functional theory data (ωB97M-V with the def2-TZVPD basis set) for an isolated molecule of C5H11O2 at a distorted geometry.

Output
Largest force on an atom ... 4.76 eV/Å
HOMO-LUMO gap (spin up / spin down) ... 11.0 / 8.2 eV

```
! RIJCOSX wB97M-V def2-TZVPD def2/J DEFGRID3
* xyz 0 2
O -2.078 1.021 -0.192
O 0.415 -1.483 2.916
C -1.170 0.858 -1.370
C 0.162 -1.212 1.648
C 1.121 0.198 -0.449
C 1.156 -0.160 1.022
C -0.155 -0.247 -1.181
H -0.581 -1.141 -0.607
H -0.775 1.807 -1.581
H 0.074 -2.167 0.930
H 0.291 -0.465 -2.300
H 2.171 -0.137 1.377
H 1.243 1.362 -0.653
H 1.785 -0.309 -1.090
H -1.904 0.499 -2.085
H -0.756 -0.611 1.584
H -1.590 1.355 0.584
H 0.593 0.830 1.446
*
```

---

[2]
Density functional theory data (ωB97M-V with the def2-TZVPD basis set) for a cluster of 2 separate species, C5H11O2S in total at a distorted geometry.

Output
Largest force on an atom ... 1.87 eV/Å
HOMO-LUMO gap ... 7.7 eV

```
! RIJCOSX wB97M-V def2-TZVPD def2/J DEFGRID3
* xyz -1 1
S -2.531 -1.609 0.896
O 0.005 1.776 -1.570
O 0.317 -0.462 -1.416
C -0.963 -0.893 1.358
C 0.634 0.741 -1.272
C 1.862 1.533 0.865
C -2.516 -1.676 -0.925
C 2.000 0.999 -0.588
H -2.424 -2.732 -1.139
H 2.579 0.115 -0.516
H -3.432 -1.196 -1.277
H 1.396 2.501 0.984
H 2.623 1.785 -1.025
H 2.827 1.373 1.346
H -0.937 -0.538 2.385
H -0.663 -0.047 0.745
H 1.133 0.936 1.422
H -1.781 -1.039 -1.420
H -0.129 -1.567 1.147
*
```

---

[3]
Density functional theory data (ωB97M-V with the def2-TZVPD basis set) for a cluster of 2 separate species, C5H11O3 in total at a distorted geometry.

Output
Largest force on an atom ... 4.86 eV/Å
HOMO-LUMO gap ... 8.6 eV

```
! RIJCOSX wB97M-V def2-TZVPD def2/J DEFGRID3
* xyz -1 1
O 0.875 0.798 -1.682
O 1.194 -1.207 0.187
O -0.832 2.320 -1.475
C 0.240 1.834 -1.262
C -0.745 -1.386 1.782
C -1.132 -1.329 -0.693
C 1.199 2.674 -0.382
C -0.095 -1.796 0.425
H -0.756 -0.274 1.918
H -1.801 -1.833 1.849
H 1.154 -0.172 -0.249
H -1.195 -0.217 -0.871
H -0.083 -1.739 2.673
H -0.803 -1.697 -1.620
H 2.244 3.064 -0.891
H 0.698 3.587 0.123
H 0.141 -2.930 0.177
H -2.067 -1.773 -0.363
H 1.766 2.077 0.353
*
```

---

[4]
Density functional theory data (ωB97M-V with the def2-TZVPD basis set) for a cluster of 2 separate species, C5H11O3 in total at a distorted geometry.

Output
Largest force on an atom ... 3.23 eV/Å
HOMO-LUMO gap ... 7.3 eV

```
! RIJCOSX wB97M-V def2-TZVPD def2/J DEFGRID3
* xyz -1 1
O 2.330 2.777 -0.139
O -0.907 -3.294 -1.116
O -1.479 -1.168 -1.550
C -0.173 -2.826 1.467
C -1.156 -2.114 -0.791
C 0.951 2.194 0.019
C 0.109 2.580 -1.157
C -0.974 -1.732 0.712
H 0.632 3.023 -2.013
H -1.930 -1.756 1.232
H 0.902 -2.757 1.291
H -0.564 -0.736 0.861
H -0.470 1.811 -1.618
H 1.244 1.152 0.076
H -0.640 3.359 -0.972
H 0.665 2.654 0.948
H -0.641 -3.752 1.153
H 2.357 3.269 -0.963
H -0.258 -2.684 2.556
*
```

---

[5]
Density functional theory data (ωB97M-V with the def2-TZVPD basis set) for an isolated molecule of C5H11O3P at a distorted geometry.

Output
Largest force on an atom ... 3.33 eV/Å
HOMO-LUMO gap ... 10.4 eV

```
! RIJCOSX wB97M-V def2-TZVPD def2/J DEFGRID3
* xyz 0 1
P 0.833 -2.312 -1.936
O 1.416 -2.703 -0.697
O -0.492 -1.035 -1.316
O 1.518 -1.595 -3.002
C -0.424 2.094 0.152
C 0.963 0.172 1.283
C 0.093 -0.072 -0.822
C -0.277 0.631 0.383
C -1.488 0.023 1.052
H -1.396 2.424 -0.264
H 1.410 -0.758 0.853
H 0.715 0.125 2.392
H -0.444 2.638 1.061
H -0.372 -3.059 -2.168
H 0.325 2.612 -0.340
H -2.410 0.522 0.959
H -1.500 -0.934 0.550
H 1.749 1.007 1.129
H -1.184 -0.129 2.078
H 0.964 0.349 -1.346
*
```

---

[6]
Density functional theory data (ωB97M-V with the def2-TZVPD basis set) for an isolated molecule of C5H11O3PS at a distorted geometry.

Output
Largest force on an atom ... 3.48 eV/Å
HOMO-LUMO gap ... 10.0 eV

```
! RIJCOSX wB97M-V def2-TZVPD def2/J DEFGRID3
* xyz 0 1
S 3.329 0.327 -1.359
P 1.759 -0.049 -0.288
O -1.659 0.511 1.374
O 0.799 1.336 -0.101
O -1.006 -2.915 0.871
C 0.949 2.588 -0.736
C -0.985 -1.098 -0.656
C -1.158 -1.750 0.653
C -1.554 -0.769 1.816
C 0.477 -1.111 -1.095
H -1.285 -0.075 -0.496
H -1.574 -1.672 -1.337
H 1.899 2.684 -1.245
H 0.210 2.682 -1.576
H -2.626 -1.070 2.117
H 0.632 3.272 0.158
H -0.760 0.930 1.311
H 1.954 -0.397 1.200
H 0.894 -2.213 -1.206
H 0.721 -0.547 -2.138
H -1.017 -0.666 2.732
*
```

---

[7]
Density functional theory data (ωB97M-V with the def2-TZVPD basis set) for a cluster of 2 separate species, C5H11OS in total at a distorted geometry.

Output
Largest force on an atom ... 1.50 eV/Å
HOMO-LUMO gap (spin up / spin down) ... 10.3 / 7.0 eV

```
! RIJCOSX wB97M-V def2-TZVPD def2/J DEFGRID3
* xyz 0 2
S 0.219 0.005 1.046
O -3.970 0.429 -0.666
C -0.595 0.887 -1.922
C -1.708 1.281 -0.966
C -2.805 0.245 -0.893
C 1.757 -0.385 1.974
C 2.367 -1.660 1.390
H 2.436 0.468 1.892
H -2.053 2.306 -1.161
H 3.263 -1.999 1.909
H -2.442 -0.796 -1.004
H -0.293 -0.157 -1.755
H 1.479 -0.516 3.025
H -1.271 1.287 0.059
H 2.579 -1.516 0.326
H -0.846 1.038 -2.967
H 1.615 -2.458 1.429
H 0.268 1.543 -1.715
*
```

---

[8]
Density functional theory data (ωB97M-V with the def2-TZVPD basis set) for an isolated molecule of C5H11P at a distorted geometry.

Output
Largest force on an atom ... 3.53 eV/Å
HOMO-LUMO gap ... 9.6 eV

```
! RIJCOSX wB97M-V def2-TZVPD def2/J DEFGRID3
* xyz 0 1
P 2.374 0.801 -0.250
C -0.869 1.789 0.599
C 1.219 -1.666 -0.696
C 0.918 -0.269 -0.182
C -1.402 -0.582 0.193
C -0.228 0.348 0.234
H -2.385 -0.172 0.002
H 0.906 -2.364 0.132
H 0.547 -1.657 -1.518
H 2.231 -1.772 -1.025
H 3.393 -0.234 -0.312
H 2.453 0.875 -1.674
H -1.351 1.699 1.581
H -1.565 2.102 -0.246
H -1.229 -1.409 -0.597
H -0.062 2.635 0.689
H -1.525 -1.102 1.216
*
```

---

[9]
Density functional theory data (ωB97M-V with the def2-TZVPD basis set) for an isolated molecule of C5H11P at a distorted geometry.

Output
Largest force on an atom ... 4.21 eV/Å
HOMO-LUMO gap (spin up / spin down) ... 4.7 / 6.8 eV

```
! RIJCOSX wB97M-V def2-TZVPD def2/J DEFGRID3
* xyz 0 3
P -2.655 -0.413 0.986
C 0.045 -0.711 0.073
C 0.059 0.632 0.783
C -1.325 0.228 0.011
C 0.737 -0.952 -1.181
C 1.093 1.694 0.256
H 0.123 -1.766 -1.670
H 1.040 1.843 -0.884
H 2.162 1.274 0.516
H 0.776 -0.031 -1.637
H 1.056 2.692 0.788
H -3.730 0.254 0.248
H -0.019 -1.579 0.691
H -0.182 0.830 1.863
H -2.888 -1.592 0.195
H -1.494 0.739 -0.939
H 1.749 -1.302 -0.904
*
```

---

[10]
Density functional theory data (ωB97M-V with the def2-TZVPD basis set) for a cluster of 2 separate species, C5H11S in total at a distorted geometry.

Output
Largest force on an atom ... 1.25 eV/Å
HOMO-LUMO gap ... 6.1 eV

```
! RIJCOSX wB97M-V def2-TZVPD def2/J DEFGRID3
* xyz -1 1
S 2.052 -0.276 -0.439
C -2.356 -0.417 -0.087
C -2.494 -1.118 -1.413
C 2.569 1.376 0.089
C -1.173 -0.080 0.422
C -0.929 0.500 1.778
H -0.483 1.496 1.691
H -1.857 0.561 2.356
H -3.273 -0.095 0.413
H 2.364 1.562 1.151
H -0.248 -0.417 -0.092
H 2.104 2.193 -0.479
H -3.035 -2.068 -1.352
H -1.497 -1.344 -1.800
H -0.201 -0.118 2.307
H 3.652 1.482 -0.045
H -2.996 -0.502 -2.167
*
```

---

[11]
Density functional theory data (ωB97M-V with the def2-TZVPD basis set) for a structure of composition C5H12 at a distorted geometry.

Output
Largest force on an atom ... 2.79 eV/Å
HOMO-LUMO gap ... 9.0 eV

```
! RIJCOSX wB97M-V def2-TZVPD def2/J DEFGRID3
* xyz 0 1
C 0.304 1.121 0.333
C 1.044 -0.853 -1.539
C -0.778 1.746 1.230
C -0.192 -0.492 -0.753
C -0.569 -1.559 0.244
H -1.565 2.277 0.674
H 1.868 -1.140 -0.861
H -0.338 2.488 1.917
H -0.892 -2.492 -0.248
H -1.387 -1.249 0.895
H 1.378 -0.037 -2.181
H -1.266 0.990 1.852
H 0.879 -1.726 -2.193
H -0.602 0.524 -0.743
H 0.751 1.898 -0.313
H 1.067 0.601 0.884
H 0.303 -1.836 0.865
*
```

---

[12]
Density functional theory data (ωB97M-V with the def2-TZVPD basis set) for a cluster of 2 separate species, C5H12 in total at a distorted geometry.

Output
Largest force on an atom ... 2.01 eV/Å
HOMO-LUMO gap ... 11.5 eV

```
! RIJCOSX wB97M-V def2-TZVPD def2/J DEFGRID3
* xyz 0 1
C 1.048 -1.886 3.154
C 0.572 -2.734 1.968
C -1.481 2.190 -4.681
C 0.764 -0.364 2.923
C -1.014 3.211 -3.976
H -0.161 -2.197 1.336
H -2.498 1.842 -4.635
H -0.068 3.711 -3.863
H 1.435 -2.791 1.276
H -0.015 -0.377 2.187
H 2.062 -2.161 3.429
H -0.911 1.525 -5.325
H 1.623 0.175 2.548
H -1.776 3.721 -3.392
H 0.461 -2.170 4.044
H 0.437 -0.002 3.898
H 0.055 -3.677 2.106
*
```

---

[13]
Density functional theory data (ωB97M-V with the def2-TZVPD basis set) for a structure of composition C5H12AlMgO3 at a distorted geometry.

Output
Largest force on an atom ... 6.28 eV/Å
HOMO-LUMO gap ... 6.5 eV

```
! RIJCOSX wB97M-V def2-TZVPD def2/J DEFGRID3
* xyz 1 1
Al 3.482 0.990 -0.772
Mg 0.717 0.537 -1.394
O 0.414 -1.377 -0.765
O 2.060 1.087 -0.190
O -1.092 1.221 -0.818
C -1.943 2.103 -1.526
C -1.572 0.740 0.450
C 1.242 -2.486 -1.081
C -0.502 -0.124 1.082
C -0.369 -1.491 0.441
H -2.497 0.180 0.235
H 2.221 -2.090 -1.379
H -1.319 -1.954 0.127
H 0.738 0.455 1.272
H -2.364 2.857 -0.845
H 0.682 -3.117 -1.786
H 0.127 -2.168 1.150
H -1.331 2.585 -2.296
H -1.808 1.611 1.079
H 1.479 -3.112 -0.209
H -2.742 1.512 -1.995
H -0.731 -0.249 2.147
*
```

---

[14]
Density functional theory data (ωB97M-V with the def2-TZVPD basis set) for a cluster of 2 separate species, C5H12BCl2NO2 in total at a distorted geometry.

Output
Largest force on an atom ... 4.50 eV/Å
HOMO-LUMO gap ... 9.3 eV

```
! RIJCOSX wB97M-V def2-TZVPD def2/J DEFGRID3
* xyz 0 1
Cl 2.466 -0.169 -1.697
Cl 2.867 -1.541 0.713
O 2.684 1.407 1.152
O 0.603 2.498 0.718
N 1.631 -0.937 -0.352
C -2.140 -1.546 0.909
C -1.307 -1.327 -0.346
C -0.621 0.049 -0.348
C -0.559 0.617 -1.769
C 0.757 0.008 0.305
B 1.393 1.403 0.761
H -1.958 -1.404 -1.218
H -2.964 -0.836 0.944
H -0.102 -0.093 -2.451
H -1.532 -1.409 1.800
H -0.544 -2.100 -0.434
H -1.568 0.828 -2.116
H 0.577 -0.753 1.627
H 3.088 2.237 1.410
H 0.987 3.331 0.996
H -2.555 -2.550 0.928
H 0.009 1.544 -1.787
H -1.211 0.744 0.257
*
```

---

Respective energy above the lowest of the compared OMol25 structures with the same formula, charge and spin values: 2.528, 0.663, 1.952, 1.515, 0.780, 1.145, 0.000, 1.546, 4.004, 0.133, 3.455, 1.975, 0.747, 0.000 eV.
Respective total energy values: -347.42518, -745.81929, -422.84194, -422.85801, -764.17408, -1162.33225, -670.45924, -538.36936, -538.16558, -595.28628, -197.58217, -197.63656, -865.74231, -1348.16858 hartree.